Computed, not measured: one molecule with the formula C3H2FNO at a distorted geometry, with the ωB97M-V functional and the def2-TZVPD basis.

```
8
Properties=species:S:1:pos:R:3:forces:R:3:lowdin_charge:R:1
C -0.08829 0.99723 0.00275 1.027 0.396 -0.175 -0.18
C 0.93460 -1.01999 -0.03671 0.629 -0.287 -0.009 -0.43
C -1.30217 0.55820 0.14911 -1.221 -2.023 0.355 0.08
N 1.07405 0.29508 -0.02770 0.374 0.705 -0.153 0.03
O -0.09735 -1.68147 0.03415 -1.315 0.844 0.033 0.02
F -2.52536 0.29457 -0.09090 1.140 0.463 -0.050 0.21
H 0.09127 2.06836 0.07565 -0.544 0.154 -0.057 0.14
H 1.91324 -1.51198 -0.10635 -0.090 -0.251 0.057 0.12
```
Forces are in eV/Å.

Values from the calculation:
frontier orbital gap: 0.29357 hartree
multiplicity: 1
E_LUMO: -1.28 eV
total energy: -345.209474 hartree
energy relative to the best compared isomer or geometry (same formula, charge and spin): 89.5 kcal/mol